Record 1
{
  "formula": "C25H23Cl2FeN4O5S",
  "method": "the ωB97M-V functional and the def2-TZVPD basis",
  "symbols": ["H", "H", "C", "H", "C", "H", "H", "N", "H", "H", "Cl", "O", "C", "C", "C", "H", "H", "C", "C", "C", "N", "H", "H", "C", "C", "C", "C", "Fe", "H", "C", "H", "H", "C", "C", "H", "H", "O", "C", "O", "H", "C", "H", "C", "C", "Cl", "S", "N", "O", "H", "C", "C", "C", "H", "C", "C", "H", "C", "O", "H", "H", "N"],
  "xyz": [[1.83798, -1.00074, -2.20869], [-2.09862, -1.58678, 1.25066], [4.03392, -3.17447, 1.37994], [-0.94651, 0.27692, -7.24021], [2.44217, -0.98735, 0.50655], [5.46971, -1.66814, 1.95435], [-1.12270, -1.94629, -5.16590], [-0.50234, 1.86097, 0.19182], [2.56625, -0.58671, -4.50882], [1.25344, 2.17660, -6.50369], [5.03451, -4.48073, 1.93858], [-4.43870, 0.73047, -1.02666], [2.01185, -2.34119, 0.37308], [-2.29454, -0.21338, -5.64317], [-0.18915, 1.44220, -2.88622], [-2.75494, 4.87898, 0.66376], [-1.81637, -1.23327, -7.47741], [3.74065, -0.80695, 1.08052], [-1.81304, 1.75166, -0.10679], [0.15826, 1.76079, -4.17771], [0.38976, 0.46436, -2.18128], [-3.57749, 1.49651, -5.79440], [-1.60926, -1.24813, 2.92379], [-1.78018, -1.17747, -4.77575], [-3.48130, 0.77412, -3.78082], [-2.11663, 4.01505, 0.52585], [-1.91134, -0.21590, -7.09767], [-0.10691, -0.02996, -0.19714], [2.39342, 0.92577, -6.44350], [-2.95201, -0.18955, -2.93898], [-3.72271, 2.74713, -0.17440], [0.62903, -3.75678, -0.46081], [4.50133, -1.85489, 1.51075], [1.36085, -0.22394, -2.78987], [-0.32991, 5.01859, 1.22300], [-1.71336, -1.92587, -2.75666], [1.77633, 0.03165, 0.12444], [0.79137, -2.68584, -0.28270], [-0.08848, -1.91880, -0.69701], [-4.16015, 1.51542, -3.38049], [-2.10458, -1.17454, -3.43109], [1.07999, 2.95421, 0.89421], [-0.76116, 4.10484, 0.84217], [-2.67320, 2.84158, 0.05160], [4.33484, 0.80910, 1.23745], [-3.32523, -0.16438, -1.20910], [-2.00671, 0.45789, -0.52734], [-3.42289, -1.53253, -0.79506], [-0.97452, 1.99788, -2.39397], [0.02209, 2.98200, 0.66525], [1.77417, 0.01329, -4.08031], [2.82165, -3.41433, 0.81209], [-0.36319, 2.55872, -4.68990], [-1.24056, -1.45979, 1.91606], [-3.15073, 0.75429, -5.12948], [-0.70704, -2.42087, 1.95613], [1.16579, 1.03398, -4.81485], [-0.39702, -0.40947, 1.52381], [2.46457, -4.42984, 0.69418], [-2.65053, 0.30779, -7.70317], [1.51225, 1.28458, -6.11801]],
  "forces_ev_per_a": [[0.00, 0.00, 0.00], [0.00, 0.02, 0.00], [0.01, 0.00, 0.00], [0.01, -0.01, 0.00], [-0.02, 0.00, 0.04], [0.00, 0.00, 0.00], [0.00, 0.00, 0.00], [-0.01, 0.01, -0.01], [0.00, 0.00, 0.00], [0.00, 0.00, 0.00], [0.00, 0.00, 0.00], [0.02, 0.00, 0.01], [0.03, 0.00, 0.00], [0.00, -0.01, 0.01], [-0.01, 0.01, 0.00], [0.00, 0.00, 0.00], [0.00, 0.00, 0.00], [-0.01, 0.00, 0.00], [-0.04, 0.00, 0.02], [0.00, 0.00, 0.00], [0.00, 0.00, 0.05], [0.00, 0.00, 0.00], [0.00, 0.00, 0.00], [0.00, 0.01, 0.00], [0.00, 0.00, -0.01], [0.01, -0.01, 0.00], [0.00, 0.01, 0.00], [-0.05, 0.00, -0.04], [0.00, 0.00, 0.00], [0.02, 0.00, 0.00], [0.00, -0.01, 0.00], [-0.01, 0.00, 0.01], [0.00, 0.00, 0.00], [0.01, -0.01, 0.01], [0.00, 0.00, 0.00], [0.00, 0.01, 0.00], [0.03, 0.00, -0.03], [-0.01, 0.00, 0.00], [0.00, 0.00, 0.00], [0.00, 0.00, 0.00], [-0.01, -0.01, -0.01], [0.00, 0.00, 0.00], [-0.01, 0.00, 0.00], [0.01, 0.02, -0.01], [0.00, 0.00, 0.00], [-0.03, 0.06, 0.05], [0.03, -0.02, -0.06], [-0.01, -0.01, -0.01], [0.01, -0.01, 0.01], [-0.02, 0.01, 0.00], [-0.01, 0.00, 0.00], [-0.01, 0.00, 0.00], [0.00, 0.00, 0.00], [-0.04, -0.05, -0.06], [-0.02, -0.01, 0.00], [0.02, 0.02, 0.03], [0.00, 0.00, 0.00], [0.08, 0.00, 0.01], [0.00, 0.00, 0.00], [0.00, 0.00, 0.00], [0.00, 0.00, 0.00]],
  "nbo_charge": [0.2090, 0.1934, -0.0952, 0.2237, 0.4110, 0.2425, 0.2047, -0.4633, 0.2211, 0.3912, 0.0007, -0.9641, -0.2499, -0.0051, 0.0849, 0.2190, 0.2201, -0.0936, 0.4119, -0.2702, -0.4992, 0.2117, 0.1765, -0.1684, -0.1788, -0.1289, -0.6377, 1.1815, 0.3915, -0.3538, 0.2606, 0.1563, -0.1847, 0.0970, 0.2248, 0.2486, -0.6504, 0.4321, -0.5717, 0.2417, -0.1972, 0.2190, -0.3058, -0.2992, 0.0212, 2.3654, -0.9274, -0.9385, 0.2149, 0.0967, -0.3134, -0.1729, 0.2186, -0.2608, -0.2323, 0.1430, 0.2290, -0.6577, 0.2271, 0.2168, -0.7870],
  "multiplicity": 2,
  "total_charge": 0,
  "e_above_lowest_kj_mol": 0.00,
  "homo_lumo_gap_ev": [7.8, 7.8]
}



Record 2
{
  "formula": "CH4IPS",
  "method": "the ωB97M-V functional and the def2-TZVPD basis",
  "symbols": ["P", "S", "H", "H", "C", "H", "I", "H"],
  "xyz": [[0.10268, -1.95252, 2.06580], [0.72747, 1.40594, -2.51181], [-1.31418, -0.67112, 0.54682], [-1.91953, -0.70044, 2.27102], [-1.17037, -1.00950, 1.55916], [0.76023, -2.06786, 0.82605], [2.82620, 2.49204, -2.44645], [-0.01250, 2.50345, -2.31059]],
  "forces_ev_per_a": [[-0.44, 0.25, 0.17], [-0.16, -0.16, -0.01], [-0.01, 0.07, -0.17], [-0.12, 0.04, 0.13], [0.47, -0.34, 0.13], [0.10, -0.01, -0.27], [0.12, 0.09, 0.02], [0.03, 0.06, 0.01]],
  "nbo_charge": [0.4283, -0.2199, 0.2123, 0.2104, -0.7890, -0.0629, 0.0794, 0.1414],
  "multiplicity": 1,
  "smiles": "C=P.SI",
  "total_charge": 0,
  "e_above_lowest_kj_mol": 219.90,
  "homo_lumo_gap_ev": 8.3
}



Record 3
{
  "formula": "C13H21Cl2N2O2",
  "method": "the ωB97M-V functional and the def2-TZVPD basis",
  "symbols": ["H", "N", "Cl", "H", "C", "C", "H", "C", "H", "H", "H", "H", "N", "H", "H", "Cl", "H", "H", "H", "H", "H", "C", "H", "C", "H", "H", "H", "C", "O", "C", "O", "H", "C", "C", "C", "C", "H", "C", "H", "C"],
  "xyz": [[3.50710, -0.50402, -0.38800], [1.00247, -1.56818, 1.56401], [-2.96112, 1.66180, 1.01042], [0.56894, 3.14701, 1.31984], [-0.09517, -1.02251, 2.38052], [-2.48899, -0.44376, -2.33813], [1.69480, 3.18264, -0.89665], [2.19867, -0.74111, 1.33377], [0.12476, 3.14770, -1.71522], [-0.68128, -1.11540, -3.25710], [-1.01660, 3.26128, 0.52639], [-2.10963, -1.54708, 0.38916], [1.59358, -1.31846, -0.91075], [0.60032, 4.55795, -0.76562], [1.52757, -0.10572, -2.66233], [-3.50830, -1.21577, -3.48673], [2.93187, -0.84530, 2.13160], [1.25208, -2.50112, 1.90258], [-0.30131, -0.00925, 2.03122], [1.69556, 0.75954, -1.12516], [-4.12305, 0.31678, -1.17445], [-1.11024, -0.54683, -2.44815], [-2.20013, -1.49347, 2.60248], [-3.05201, 0.25937, -1.28191], [1.87114, 0.29751, 1.26670], [1.68356, -2.08417, -1.56523], [0.17713, -0.99776, 3.43586], [2.74676, -1.20511, -0.03027], [0.00326, 1.44817, 0.41601], [-0.83590, 0.84431, -0.49367], [-1.46800, -2.15909, 0.76409], [0.65392, -1.67874, 0.54640], [0.00293, 2.88384, 0.42363], [-0.28364, 0.08931, -1.53575], [1.21236, -0.08550, -1.61551], [-2.22819, 0.88648, -0.36055], [3.21547, -2.18563, 0.07534], [-1.31204, -1.93299, 2.14554], [-1.13871, -2.91144, 2.60571], [0.65009, 3.47472, -0.82007]],
  "forces_ev_per_a": [[-0.04, -0.07, 0.05], [-0.19, -0.26, -0.30], [0.04, -0.10, -0.06], [-0.13, 0.01, -0.06], [-0.79, -0.02, 0.24], [0.19, 0.06, 0.27], [0.11, 0.00, -0.02], [0.59, 0.25, -0.17], [-0.04, 0.04, -0.11], [0.05, -0.09, -0.15], [0.11, -0.09, 0.08], [-0.04, 0.07, -0.04], [0.28, -0.14, -0.47], [-0.01, 0.13, -0.04], [0.05, -0.01, 0.09], [-0.07, -0.05, -0.08], [-0.11, -0.03, 0.03], [0.02, 0.12, -0.10], [0.12, -0.12, 0.04], [0.03, -0.06, -0.11], [-0.11, 0.01, 0.02], [-0.15, 0.10, 0.05], [0.06, 0.00, 0.03], [0.00, -0.06, -0.10], [-0.04, -0.12, 0.08], [0.05, 0.00, 0.08], [0.11, 0.00, -0.05], [0.02, 0.05, 0.18], [-0.28, -0.44, -0.18], [-0.05, 0.04, -0.10], [-0.05, -0.14, -0.21], [0.06, -0.15, 0.55], [0.16, 0.64, -0.15], [-0.01, 0.35, 0.14], [-0.27, 0.15, -0.02], [0.20, 0.03, 0.07], [0.00, 0.02, -0.04], [0.26, 0.11, 0.24], [-0.05, 0.08, 0.03], [-0.10, -0.33, 0.28]],
  "nbo_charge": [0.2174, -0.5737, 0.0349, 0.1976, -0.2596, -0.0322, 0.2062, -0.2451, 0.2161, 0.2343, 0.1926, 0.4941, -0.6508, 0.2387, 0.2178, 0.0596, 0.2313, 0.4226, 0.2468, 0.2190, 0.2581, -0.2327, 0.2080, -0.2611, 0.2411, 0.3993, 0.2235, -0.2366, -0.5613, 0.2187, -0.7250, 0.4982, -0.0613, 0.0301, -0.2651, -0.0763, 0.2154, -0.0816, 0.1851, -0.6438],
  "multiplicity": 1,
  "smiles": "CCOc1c(Cl)cc(Cl)cc1CNCC[NH2+]CCO",
  "total_charge": 1,
  "e_above_lowest_kj_mol": 9.80,
  "homo_lumo_gap_ev": 9.6
}



Record 4
{
  "formula": "C4H16NO7",
  "method": "the ωB97M-V functional and the def2-TZVPD basis",
  "symbols": ["C", "O", "H", "O", "O", "H", "H", "H", "C", "H", "O", "N", "H", "H", "O", "H", "H", "H", "H", "H", "C", "H", "H", "H", "O", "O", "C", "H"],
  "xyz": [[-2.55921, 1.32737, -0.22830], [1.81154, -2.36502, 0.50372], [-3.24795, -0.20499, 1.63452], [-2.02788, 2.15484, 0.45409], [1.38804, -0.47742, -2.76336], [1.30323, -2.76392, 1.21287], [0.87504, 0.85161, 0.42936], [-2.13327, 0.24363, 2.51696], [-0.25314, 0.43890, -1.22410], [2.07774, 1.49679, 2.19688], [-0.12406, -1.88932, -1.91840], [0.11731, 0.19819, 0.26625], [-2.06219, -0.62522, -1.14011], [0.34941, -2.61620, -2.37314], [-2.29658, -0.32961, 1.75252], [0.46027, -0.74026, 0.48774], [2.71801, -2.11157, 0.68377], [1.16192, 1.68862, 3.49437], [-2.28874, 0.78191, -2.18356], [0.23303, 1.33983, -1.58009], [-1.77788, 0.42193, -1.25814], [3.33557, 0.84228, -0.59539], [-0.52849, 0.61517, 0.94313], [-3.64901, 1.18870, -0.34262], [1.19027, 1.45956, 2.55973], [2.58965, 0.24065, -0.45104], [0.41652, -0.66457, -2.10118], [2.92084, -0.50190, -0.97648]],
  "forces_ev_per_a": [[1.45, -0.68, -1.55], [-0.95, 0.49, -1.20], [0.02, -0.33, -0.01], [-0.16, 0.16, 0.13], [-0.04, 0.40, -0.52], [0.85, -0.19, 0.46], [0.72, -0.52, -0.07], [0.11, -0.17, -0.01], [-0.60, -0.80, 0.45], [0.30, 0.19, 0.68], [-0.56, 0.36, 0.27], [0.46, 1.80, -0.99], [-0.41, 0.08, 0.10], [0.05, 0.77, 0.06], [-0.28, 0.10, 0.52], [-0.06, -0.11, -0.02], [-0.12, -0.33, 0.93], [0.52, 0.10, -0.18], [0.96, -0.41, 0.10], [-0.15, 0.30, 0.41], [-1.32, 0.59, 0.14], [-0.27, 0.35, 0.22], [-0.85, -0.82, -0.37], [-0.07, 0.14, 0.36], [-0.72, -0.32, -0.48], [1.63, 0.17, -0.08], [0.06, -1.14, 0.71], [-0.56, -0.17, -0.07]],
  "nbo_charge": [0.4687, -0.9845, 0.4846, -0.5390, -0.5454, 0.5017, 0.4650, 0.4859, -0.1306, 0.4873, -0.6952, -0.7105, 0.2584, 0.5253, -0.9489, 0.4684, 0.5010, 0.5045, 0.2667, 0.2577, -0.5492, 0.4924, 0.4762, 0.1372, -0.9850, -0.9797, 0.7901, 0.4966],
  "multiplicity": 1,
  "total_charge": 1,
  "homo_lumo_gap_ev": 10.7
}



Total energy across the listed records, respectively: -4144.03026; -1077.67234; -1688.10944; -743.21032 a.u..